1:
ORCA calculation (ωB97M-V/def2-TZVPD) on an isolated ion of composition C7H10NO and charge +1.

Output
- Charge: +1
- LUMO energy: -4.3 eV
- SMILES: CC=C=[N+](C)CC=C=O
- HOMO-LUMO gap: 8.96 eV
- HOMO level: -13.21 eV

```
19
Properties=species:S:1:pos:R:3:mulliken_charge:R:1
C 1.67 -2.24 0.13 -1.1153
C 0.48 -1.62 -0.52 -0.2152
C -0.24 -0.63 -0.15 0.4912
N -0.97 0.40 0.02 -0.0472
C -2.20 0.11 0.74 -1.0724
C -0.63 1.77 -0.48 -0.0893
C 0.75 2.19 -0.22 -1.0490
C 1.72 1.39 0.09 0.8516
O 2.58 0.75 0.51 -0.3267
H 1.26 -2.98 0.88 0.3101
H 2.31 -1.68 0.78 0.3769
H 2.21 -2.67 -0.60 0.3730
H 0.13 -1.96 -1.62 0.3073
H -2.13 0.28 1.79 0.3790
H -2.63 -0.97 0.53 0.3278
H -2.93 0.72 0.48 0.4873
H -1.46 2.54 -0.01 0.3399
H -0.94 1.57 -1.61 0.2844
H 1.01 3.03 -0.72 0.3866
```

***

2:
ORCA calculation (ωB97M-V/def2-TZVPD) on an isolated ion of composition C7H10NO and charge +1.

Output
- Charge: +1
- LUMO energy (alpha / beta): -3.4 / -3.4 eV
- SMILES: C#C/C(O)=C\[C@H]1C[N@H+]1C
- HOMO-LUMO gap (alpha / beta): 9.60 / 9.60 eV
- HOMO level (alpha / beta): -13.05 / -13.05 eV

```
19
Properties=species:S:1:pos:R:3:mulliken_charge:R:1
C -2.08 0.93 -1.56 0.2859
C -1.66 0.69 -0.45 -0.9989
C -1.32 0.58 0.93 0.8180
O -2.02 1.38 1.75 -0.4549
C -0.38 -0.20 1.49 -0.9603
C 0.49 -1.16 0.82 0.1439
C 0.39 -1.51 -0.61 -0.4829
N 1.53 -0.71 -0.18 0.0232
C 1.69 0.68 -0.60 -0.7393
H -2.41 1.08 -2.54 0.4700
H -2.69 1.89 1.28 0.3452
H -0.29 -0.14 2.56 0.4747
H 0.89 -1.92 1.49 0.4306
H 0.60 -2.51 -0.94 0.3081
H -0.34 -0.98 -1.22 0.0592
H 2.42 -1.19 -0.13 0.3336
H 0.74 1.20 -0.50 0.3185
H 2.43 1.17 0.03 0.3113
H 2.01 0.72 -1.64 0.3139
```

***

Short version: 2, 1, most stable first.